Formula: C5H8N2O
Source: the Open Molecules 2025 dataset
Level of theory: the ωB97M-V functional and the def2-TZVPD basis

Calculated values
Energy relative to the best compared isomer or geometry (same formula, charge and spin): 33.7 kcal per mole
E_HOMO: -7.0 eV
SMILES: CNc1ccc(N)o1

```
! wB97M-V def2-TZVPD RIJCOSX def2/J DEFGRID3
* xyz 0 1
O -0.62 0.31 0.44
N -0.63 2.53 1.29
N -0.15 -1.74 -0.67
C -0.42 -2.60 0.48
C 0.93 0.40 -1.21
C -0.10 1.58 0.34
C 0.77 1.67 -0.65
C 0.12 -0.42 -0.51
H 0.50 -2.16 -1.34
H 0.47 -2.70 1.10
H -1.66 2.68 1.22
H -0.73 -3.59 0.11
H -0.17 3.37 1.19
H 1.65 0.18 -1.99
H 1.19 2.66 -0.98
H -1.16 -2.18 1.16
*
```